C2H8O2 | ωB97M-V/def2-TZVPD

As for the energy above the lowest of the compared OMol25 structures with the same formula, charge and spin: 74.9 kJ/mol. The value obtained for the HOMO-LUMO gap is 10.9609 eV. The total charge is 0. The total energy comes out at -6297.634 eV.

XYZ file:
```
12
Properties=species:S:1:pos:R:3:nbo_charge:R:1
O 0.057 -0.154 -1.681 -0.72
O 0.231 -0.784 2.707 -0.72
C -0.255 0.349 2.025 -0.26
C 0.110 0.634 -2.858 -0.25
H -0.745 1.324 -2.944 0.16
H -1.288 0.579 2.267 0.16
H -0.686 -0.762 -1.748 0.46
H 0.318 1.236 2.309 0.18
H -0.427 -1.480 2.630 0.46
H 0.127 0.023 -3.773 0.16
H 1.001 1.252 -2.791 0.19
H -0.144 0.270 0.940 0.18
```


C48H42GeN6O6S5Sc | ωB97M-V/def2-TZVPD

As for the energy above the lowest of the compared OMol25 structures with the same formula, charge and spin: 230.9 kJ/mol. The value obtained for the HOMO-LUMO gap is 6.6799 eV. The total charge is -1. The total energy comes out at -203082.544 eV.

XYZ file:
```
109
Properties=species:S:1:pos:R:3:lowdin_charge:R:1
Ge 1.283 3.833 1.718 1.06
Sc -0.978 -0.654 -0.535 0.94
S -1.900 -4.384 -1.209 0.80
S -5.552 -2.814 -0.771 0.84
S -2.173 -2.075 2.091 0.64
S -4.323 -0.141 -0.027 0.68
S 1.841 -2.370 -2.148 0.64
O 3.142 -2.718 -1.621 -0.31
O 1.836 -1.325 -3.147 -0.29
O -0.062 2.715 -0.099 -0.02
O -1.089 -2.533 2.927 -0.28
O -2.574 -0.716 2.304 -0.34
O -1.461 1.030 0.167 -0.14
N -3.646 -1.675 -2.071 -0.12
N -0.278 0.476 -2.467 0.06
N 0.779 -1.921 -0.992 -0.14
N -1.867 -2.367 0.494 -0.21
N 0.576 -1.003 1.063 0.03
N -2.523 -0.988 -2.200 -0.09
C -0.083 -3.530 -3.596 -0.13
C 1.149 -1.977 0.309 -0.42
C 4.167 1.295 -1.129 -0.09
C 1.824 -1.730 2.962 -0.06
C -6.458 -2.258 0.698 -0.41
C 0.729 1.109 -4.982 -0.06
C -2.296 -3.595 0.184 -0.83
C 4.575 5.307 3.986 -0.10
C -0.418 0.355 -4.861 -0.02
C 2.355 -2.778 2.214 -0.04
C 0.415 8.176 -0.107 -0.11
C -4.761 -5.033 3.293 -0.08
C -4.374 -1.503 -0.990 -1.15
C 3.298 3.421 -0.420 -0.11
C -0.734 -4.525 -4.296 -0.07
C 2.499 4.306 3.253 -0.27
C 1.034 6.766 1.729 -0.11
C 0.279 7.055 -0.908 -0.09
C 1.353 1.563 -3.832 -0.04
C 2.005 -2.927 0.895 -0.01
C 3.685 4.978 2.982 -0.12
C -0.907 0.052 -3.586 -0.27
C -4.550 -5.867 2.201 -0.07
C -1.481 2.764 1.801 -0.14
C -0.292 3.019 2.706 -0.22
C 1.717 -5.032 -3.086 -0.05
C 2.614 1.425 0.689 -0.10
C 0.899 -0.911 2.354 -0.17
C -4.169 -3.775 3.346 -0.05
C 3.412 0.667 -0.153 -0.07
C 4.119 2.674 -1.250 -0.10
C -3.394 -3.382 2.280 -0.19
C 1.131 -3.785 -2.991 -0.28
C -0.897 -6.896 -5.091 -0.05
C 0.517 5.793 -0.387 -0.11
C 3.124 4.287 5.588 -0.10
C -2.121 -0.698 -3.404 -0.09
C -3.177 -4.210 1.186 -0.27
C 2.241 3.963 4.573 -0.11
C 1.052 -6.035 -3.771 -0.04
C -3.765 -5.466 1.133 -0.04
C -0.954 2.133 0.525 -0.58
C 0.797 8.028 1.215 -0.10
C 2.532 2.802 0.556 -0.26
C 4.296 4.962 5.298 -0.11
C -0.175 -5.793 -4.380 -0.28
C 0.894 5.631 0.939 -0.24
C 0.819 1.208 -2.603 -0.11
H -0.930 -0.022 -5.732 0.11
H -0.572 3.705 3.510 0.07
H 2.034 0.942 1.460 0.07
H 3.442 -0.411 -0.065 0.10
H 2.092 -1.583 3.997 0.10
H -4.996 -6.852 2.186 0.10
H -0.200 -7.508 -5.663 0.08
H -0.492 -2.538 -3.495 0.08
H -4.306 -3.117 4.190 0.12
H 1.130 1.339 -5.959 0.11
H -1.657 -6.490 -5.754 0.07
H 3.906 5.247 1.957 0.10
H -1.957 3.709 1.526 0.13
H 4.721 3.168 -2.003 0.10
H 0.390 -0.135 2.917 0.12
H 2.897 4.010 6.609 0.10
H 1.480 -7.026 -3.821 0.11
H -0.015 7.170 -1.942 0.10
H 0.402 4.916 -1.005 0.09
H 1.292 1.548 -1.693 0.10
H 0.022 2.077 3.160 0.06
H 2.255 2.154 -3.881 0.10
H 4.783 0.702 -1.790 0.11
H 1.332 3.432 4.816 0.08
H -3.596 -6.106 0.280 0.09
H -5.381 -5.370 4.112 0.10
H 3.248 4.496 -0.535 0.09
H -6.296 -2.968 1.504 0.01
H 3.028 -3.487 2.675 0.11
H -2.740 -0.974 -4.259 0.13
H 1.340 6.655 2.761 0.09
H -2.218 2.088 2.240 0.11
H -1.694 -4.324 -4.746 0.12
H 0.224 9.163 -0.508 0.09
H -6.055 -1.276 0.950 -0.05
H -1.395 -7.536 -4.361 0.08
H 2.370 -3.749 0.305 0.11
H 0.912 8.900 1.845 0.10
H -7.514 -2.183 0.457 0.02
H 5.491 5.832 3.750 0.10
H 4.988 5.216 6.088 0.09
H 2.678 -5.213 -2.630 0.11
```


C3H8S | ωB97M-V/def2-TZVPD

As for the energy above the lowest of the compared OMol25 structures with the same formula, charge and spin: 137.0 kJ/mol. The value obtained for the HOMO-LUMO gap is 9.9617 eV. The total charge is 0. The total energy comes out at -14074.502 eV.

XYZ file:
```
12
Properties=species:S:1:pos:R:3:nbo_charge:R:1
S 0.968 -0.841 -1.776 -0.07
C -0.440 0.312 -1.566 -0.72
C 0.636 -0.358 1.708 -0.39
C -0.540 0.226 1.908 -0.39
H -0.701 0.816 -2.485 0.23
H 1.203 -0.616 -3.078 0.12
H -1.153 -0.295 -1.022 0.23
H 0.954 -1.208 2.294 0.20
H -1.001 0.106 2.885 0.19
H -1.042 0.920 1.250 0.19
H 1.171 -0.147 0.789 0.19
H -0.053 1.085 -0.907 0.21
```


C13H34BrN2O5 | ωB97M-V/def2-TZVPD

As for the energy above the lowest of the compared OMol25 structures with the same formula, charge and spin: 1321.0 kJ/mol. The value obtained for the HOMO-LUMO gap is 5.8960 eV. The total charge is -1. The total energy comes out at -97277.377 eV.

XYZ file:
```
55
Properties=species:S:1:pos:R:3:nbo_charge:R:1
Br -0.441 -2.235 0.808 -0.48
O 2.191 -2.054 -0.526 -0.56
O 3.781 1.059 -3.358 -0.52
O -4.940 -1.742 1.452 -0.54
O 0.669 -0.190 0.171 -0.79
O -2.605 1.778 2.207 -0.54
N -2.261 -0.631 0.808 -0.65
N 2.324 0.582 -0.845 -0.63
C -6.141 -2.454 1.687 -0.23
C 3.296 -0.034 -0.014 -0.26
C -1.247 0.454 0.524 -0.26
C -1.951 1.852 0.917 -0.08
C -4.343 -1.910 0.128 -0.06
C 4.865 1.250 -4.177 -0.24
C 1.156 0.758 1.128 -0.41
C -3.290 -0.828 -0.215 -0.25
C 2.810 -1.307 0.580 -0.06
C 3.934 1.860 -2.186 -0.07
C 2.640 1.898 -1.339 -0.24
C -3.303 3.073 2.456 -0.26
C 1.804 -3.456 -0.252 -0.27
H 4.866 0.472 -4.940 0.18
H 2.682 -3.877 0.238 0.14
H -5.913 -3.498 1.901 0.16
H 1.264 0.289 2.106 0.20
H 2.157 -1.281 1.453 0.18
H -3.371 3.353 3.507 0.18
H -4.194 3.095 1.828 0.17
H -3.825 0.120 -0.164 0.17
H -6.735 -2.381 0.776 0.15
H 1.789 2.240 -1.928 0.19
H 5.878 1.149 -3.788 0.16
H -1.250 2.686 0.870 0.14
H 1.669 -3.993 -1.191 0.17
H 4.172 -0.302 -0.606 0.19
H 1.423 0.600 -0.390 0.41
H -2.736 1.955 0.167 0.15
H -0.979 0.305 -0.522 0.18
H 2.058 1.266 0.786 0.24
H 0.370 -0.993 0.605 0.39
H -5.088 -1.961 -0.667 0.15
H 3.647 0.621 0.783 0.14
H 2.675 2.680 -0.581 0.13
H -2.946 -0.897 -1.247 0.16
H -1.780 -1.498 1.000 0.30
H -6.678 -2.008 2.524 0.18
H 0.901 -3.724 0.297 0.22
H -2.701 3.927 2.147 0.15
H 0.435 1.518 1.428 0.20
H 4.709 2.239 -4.609 0.15
H 3.713 -1.790 0.952 0.15
H -0.301 0.390 1.061 0.24
H 4.739 1.540 -1.525 0.16
H -3.808 -2.859 0.169 0.17
H 4.211 2.893 -2.394 0.15
```


C29H28N7O4S2Ti | ωB97M-V/def2-TZVPD

The multiplicity is 2. As for the energy above the lowest of the compared OMol25 structures with the same formula, charge and spin: 483.7 kJ/mol. The value obtained for the HOMO-LUMO gap (spin up / spin down) is 7.1251 / 5.7048 eV. The total charge is +2. The total energy comes out at -93916.055 eV.

XYZ file:
```
71
Properties=species:S:1:pos:R:3:mulliken_spin:R:1
Ti 0.092 -0.041 0.393 0.60
S -0.106 -2.624 0.311 -0.02
S 4.107 -0.943 2.508 0.00
O -3.107 -6.284 0.403 0.00
O -0.397 -0.630 -1.338 -0.01
O -2.375 -6.650 -1.593 0.00
O -1.116 0.687 1.738 -0.03
N 2.900 8.456 -5.580 0.00
N -2.552 -1.946 3.182 0.44
N 2.113 -0.418 0.996 -0.01
N -3.442 -0.895 1.290 0.01
N 0.695 1.978 0.075 0.00
N 1.400 3.838 -0.848 0.00
N -2.583 -5.945 -0.639 0.00
C -2.290 -1.589 1.818 0.03
C -1.251 -2.723 -2.159 0.00
C 4.136 -1.444 -1.931 0.00
C -1.873 -3.051 3.827 -0.03
C -3.274 -1.034 4.063 -0.02
C 1.124 2.826 1.076 0.01
C 3.030 -0.984 -1.251 0.00
C -2.134 -4.527 -0.699 0.00
C 2.047 4.406 -3.129 0.00
C -2.510 -3.743 0.458 0.01
C 2.515 -0.425 2.243 0.00
C -1.769 -2.740 0.947 -0.04
C 1.998 7.109 -2.475 0.00
C 1.716 4.817 -1.846 0.00
C 3.121 -0.862 0.138 0.00
C 0.881 2.622 -1.071 0.01
C 5.420 -1.661 0.111 0.00
C 4.302 -1.199 0.804 0.00
C -0.623 -1.944 -1.266 0.01
C 2.344 5.353 -4.091 0.00
C -1.102 -0.563 2.084 -0.01
C -3.304 -0.307 -0.038 0.00
C 5.318 -1.779 -1.257 0.00
C -1.644 -4.082 -1.875 0.00
C -4.706 -1.640 1.356 0.01
C 1.689 6.163 -1.514 0.00
C 2.324 6.708 -3.767 0.00
C 1.558 3.980 0.516 0.00
C 2.644 7.683 -4.771 0.00
H -1.687 -3.858 3.125 0.00
H -1.654 -4.796 -2.691 0.00
H 2.608 5.047 -5.094 0.00
H -3.571 -0.146 3.516 0.00
H -5.524 -0.921 1.384 0.00
H -3.094 -1.056 -0.813 0.00
H 2.107 3.358 -3.391 0.00
H 6.333 -1.921 0.629 0.00
H 1.068 2.557 2.116 0.00
H 1.403 6.492 -0.524 0.00
H -4.161 -1.537 4.453 0.01
H -4.855 -2.281 0.480 0.00
H 1.980 4.864 0.960 0.00
H 1.887 -0.107 3.064 0.00
H 1.976 8.161 -2.226 0.00
H -4.251 0.167 -0.285 0.00
H -2.639 -0.765 4.910 0.01
H -1.483 -2.313 -3.135 0.00
H -4.761 -2.254 2.253 0.00
H 6.167 -2.135 -1.825 0.00
H 2.119 -0.727 -1.779 0.00
H -0.922 -2.733 4.272 0.03
H -2.504 -3.416 4.637 0.01
H 4.095 -1.551 -3.007 0.00
H -3.477 -3.969 0.888 0.00
H -0.536 -0.833 2.982 -0.02
H -2.555 0.478 -0.056 0.00
H 0.620 2.243 -2.045 0.00
```


C4H9N4O | ωB97M-V/def2-TZVPD

The multiplicity is 3. As for the energy above the lowest of the compared OMol25 structures with the same formula, charge and spin: 385.3 kJ/mol. The value obtained for the HOMO-LUMO gap (spin up / spin down) is 5.8328 / 5.9114 eV. The total charge is +1. The total energy comes out at -12287.895 eV.

XYZ file:
```
18
Properties=species:S:1:pos:R:3:nbo_charge:R:1
O 3.107 1.546 1.338 -0.45
N 3.235 -1.208 -0.746 -0.14
N 0.752 0.339 -1.120 -0.25
N 3.758 0.062 -0.472 -0.51
N -1.556 1.972 -0.776 -0.98
C 0.860 -0.487 -0.231 0.24
C 0.110 -0.681 0.946 -0.69
C 2.003 -1.474 -0.524 0.01
C 3.474 0.885 0.468 0.63
H -0.683 -1.355 0.884 0.28
H 0.729 -0.975 1.792 0.28
H -0.165 0.997 -0.994 0.42
H 1.742 -2.479 -0.998 0.27
H -1.870 1.991 -1.670 0.39
H -1.560 3.005 -0.385 0.42
H -2.114 1.465 -0.159 0.39
H 4.503 0.183 -1.165 0.42
H -0.492 0.192 1.237 0.25
```


C2H35O15PS | ωB97M-V/def2-TZVPD

The value obtained for the HOMO-LUMO gap is 8.8476 eV. The total charge is 0. The total energy comes out at -53478.143 eV.

XYZ file:
```
54
Properties=species:S:1:pos:R:3:nbo_charge:R:1
S -1.157 -2.236 -0.011 -0.38
P -0.999 -0.128 -0.474 0.39
O -4.363 1.189 -1.306 -0.97
O 1.575 2.467 4.279 -0.95
O -6.406 0.297 3.173 -0.97
O 1.313 -3.023 2.214 -0.96
O 6.572 -3.041 -3.788 -0.95
O -3.619 -1.482 -2.643 -0.96
O 1.562 -0.539 4.193 -0.97
O 7.464 0.960 -1.010 -0.95
O -0.425 2.723 -3.396 -0.96
O 1.704 0.166 -1.220 -0.55
O 5.575 -1.638 -1.392 -0.98
O -1.235 1.294 2.743 -0.94
O 0.637 3.130 -0.790 -0.95
O -8.981 0.443 1.636 -0.95
O -4.125 0.049 1.405 -0.97
C 2.400 -1.010 -0.825 -0.26
C 0.400 -0.018 -1.685 -0.36
H 1.070 3.155 3.836 0.47
H -0.779 -2.619 -1.230 0.14
H 8.118 1.577 -0.669 0.48
H 7.282 -3.680 -3.901 0.48
H -0.576 2.883 -4.332 0.48
H 0.777 -2.765 1.451 0.48
H -1.613 0.444 2.994 0.48
H 1.331 2.507 5.209 0.48
H 0.670 -3.217 2.904 0.47
H 1.765 -1.249 3.571 0.48
H -4.201 0.902 0.957 0.50
H 5.985 -2.145 -2.107 0.49
H -6.590 1.170 2.814 0.47
H -2.808 -1.619 -2.141 0.48
H 6.239 -0.982 -1.150 0.48
H 5.827 -3.388 -4.289 0.48
H -3.949 1.880 -1.831 0.47
H 1.383 3.556 -0.357 0.47
H -8.513 -0.020 2.343 0.49
H -0.323 0.281 0.683 0.03
H -8.301 0.552 0.963 0.46
H 1.048 2.562 -1.454 0.48
H 1.823 0.284 3.766 0.49
H -1.055 1.718 3.588 0.47
H 3.020 -0.762 0.034 0.20
H 0.328 -0.885 -2.356 0.18
H 1.710 -1.804 -0.537 0.16
H 3.052 -1.358 -1.625 0.20
H -3.812 -2.318 -3.076 0.48
H -5.693 -0.056 2.620 0.50
H 0.131 0.877 -2.244 0.24
H 6.826 1.501 -1.486 0.47
H -3.470 -0.394 0.857 0.48
H -4.278 0.388 -1.842 0.50
H -0.489 3.583 -2.966 0.49
```


C38H47BBrHfN7O6 | ωB97M-V/def2-TZVPD

As for the energy above the lowest of the compared OMol25 structures with the same formula, charge and spin: 24.6 kJ/mol. The value obtained for the HOMO-LUMO gap is 8.9231 eV. The total charge is 0. The total energy comes out at -134921.831 eV.

XYZ file:
```
101
Properties=species:S:1:pos:R:3:lowdin_charge:R:1
Hf -0.107 0.032 0.426 1.85
Br -7.748 -0.099 -0.090 0.75
O -0.675 1.977 -0.081 -0.19
O 0.984 -0.860 2.051 -0.15
O 2.338 -0.764 3.843 0.09
O -1.648 0.308 2.011 -0.08
O -2.312 -0.253 0.044 -0.10
O -1.585 3.925 0.583 0.11
N 0.922 -2.731 -0.206 0.02
N -0.314 -2.378 0.276 0.05
N 2.413 -0.571 -0.200 -0.02
N 2.007 0.726 -0.409 0.03
N 0.525 1.598 2.077 0.07
N 0.930 -1.124 -2.146 0.02
N -0.156 -0.317 -1.891 0.05
C -2.822 1.322 -2.393 -0.04
C -2.676 0.127 -4.537 -0.05
C -6.341 0.221 1.132 -0.67
C -2.275 -2.800 2.707 -0.02
C 0.435 3.137 4.325 -0.02
C -5.032 0.037 0.729 -0.05
C -0.891 2.955 0.766 -0.55
C 2.382 -4.762 -0.437 -0.01
C 4.556 3.305 -0.711 -0.06
C -3.308 -3.239 0.417 -0.03
C 2.142 -2.172 -4.064 -0.01
C -1.854 0.883 -3.482 -0.52
C 1.069 -1.327 -3.467 -0.25
C 3.614 -0.585 0.410 -0.26
C -6.640 0.638 2.420 -0.11
C -4.293 0.688 2.939 0.00
C -0.157 2.729 2.068 -0.20
C -2.613 0.100 1.214 -0.57
C -5.612 0.869 3.323 -0.06
C 0.074 -0.626 -4.097 0.02
C -1.252 2.142 -4.126 -0.03
C 0.047 -4.562 0.627 0.04
C 1.557 -0.273 3.061 -0.55
C -0.848 -3.503 0.782 -0.20
C -0.683 -0.010 -3.091 -0.19
C -2.472 -5.089 1.810 -0.07
C -2.218 -3.628 1.418 -0.52
C 2.225 3.253 -1.609 -0.04
C 1.152 -4.040 -0.005 -0.25
C 4.037 0.723 0.527 0.05
C 1.102 1.162 3.181 -0.15
C 3.021 1.511 -0.028 -0.21
C 4.269 -1.846 0.835 0.00
C -4.013 0.275 1.643 -0.12
C 3.094 2.987 -0.377 -0.52
C 1.126 1.932 4.334 0.04
C -0.256 3.536 3.186 0.03
C 2.659 3.923 0.752 -0.02
B 1.783 -1.753 -1.039 -0.51
H -0.584 1.901 -4.953 0.08
H -3.378 0.479 -2.000 0.07
H -0.088 -0.566 -5.156 0.11
H 2.289 4.309 -1.875 0.09
H 4.436 -2.507 -0.015 0.07
H -3.300 -2.754 3.078 0.09
H -3.478 0.861 3.628 0.12
H -1.745 -5.445 2.540 0.08
H 3.254 -4.456 0.137 0.07
H -1.901 -1.790 2.584 0.05
H 2.552 2.659 -2.462 0.09
H 3.643 -2.362 1.564 0.09
H 4.981 1.049 0.921 0.12
H 2.237 -5.829 -0.279 0.09
H 1.581 3.967 0.840 0.06
H -1.657 -3.267 3.475 0.09
H -3.533 2.012 -2.853 0.09
H 2.062 -3.209 -3.741 0.08
H -3.142 -2.262 -0.025 0.06
H 2.054 -2.146 -5.148 0.08
H 5.228 -1.628 1.301 0.09
H 2.994 4.935 0.519 0.09
H 2.604 -4.600 -1.490 0.07
H -3.343 -3.966 -0.395 0.09
H -0.856 4.432 3.144 0.13
H 1.181 3.009 -1.411 0.06
H 4.623 4.333 -1.073 0.09
H 0.403 3.744 5.220 0.11
H 3.083 3.637 1.715 0.09
H -0.688 2.718 -3.391 0.09
H 4.944 2.644 -1.486 0.09
H -2.103 -0.089 -5.437 0.07
H 5.201 3.223 0.162 0.08
H -3.051 -0.816 -4.139 0.09
H -7.670 0.779 2.712 0.10
H -4.797 -0.290 -0.272 0.11
H -2.055 2.774 -4.507 0.09
H 1.629 1.555 5.212 0.12
H -5.847 1.192 4.326 0.11
H 3.132 -1.814 -3.788 0.09
H -4.279 -3.242 0.913 0.09
H 2.676 -2.372 -1.524 0.12
H -3.460 -5.167 2.265 0.09
H -0.094 -5.585 0.915 0.11
H -2.336 1.828 -1.571 0.06
H -3.531 0.738 -4.823 0.09
H -2.452 -5.750 0.944 0.09
```